Record 1
{"formula": "C3HCl2NS", "method": "the ωB97M-V functional and the def2-TZVPD basis", "species": ["C", "C", "C", "N", "S", "Cl", "Cl", "H"], "coordinates": [[-1.26153, -0.21209, 0.40772], [1.08986, -0.49344, -1.12362], [-0.58689, 0.81175, 0.95477], [-1.84004, -1.11597, -0.01930], [2.52211, -0.30548, -0.55642], [0.03621, -1.13527, -2.02948], [0.88189, 0.72643, 1.89207], [-0.84161, 1.72408, 0.47425]], "e_homo_ev": [-7.53, -8.82], "max_force_ev_per_a": 4.06, "orbital_gap_ev": [6.0, 8.2], "total_energy_ev": -40492.3952}

***

Record 2
{"formula": "C12H26HgNO2P2", "method": "the ωB97M-V functional and the def2-TZVPD basis", "species": ["Hg", "P", "C", "C", "N", "C", "C", "C", "C", "C", "P", "H", "H", "H", "H", "H", "H", "H", "H", "O", "H", "H", "O", "H", "C", "H", "H", "H", "C", "H", "H", "H", "C", "H", "H", "H", "C", "H", "H", "H", "C", "H", "H", "H"], "coordinates": [[-1.29011, 0.98912, 1.49296], [-2.22869, 0.11262, -0.95871], [-0.97544, -0.48602, -2.04099], [0.37867, -0.08420, -1.89304], [0.83689, 0.27467, -0.64044], [2.01721, 0.82475, -0.47069], [2.90833, 0.99814, -1.54084], [2.51512, 0.56034, -2.81270], [1.27130, -0.01838, -2.99659], [2.43345, 1.27655, 0.91937], [1.45696, 0.40989, 2.23865], [0.92314, -0.38884, -3.94656], [3.88570, 1.45766, -1.34861], [3.20003, 0.66150, -3.65301], [3.49525, 1.06694, 1.09172], [2.26380, 2.35455, 1.05444], [-1.89728, -5.35070, -2.75555], [-1.25737, -1.04547, -2.93824], [0.33619, -2.26757, 1.29833], [-1.33410, -4.61611, -2.78896], [-0.41481, -4.95012, -2.69192], [-0.81296, -0.30503, 1.11315], [-0.32240, -2.70844, 0.79476], [-0.26437, -2.11598, -0.09155], [2.35219, -1.18890, 2.27215], [3.40345, -1.02067, 2.53914], [1.89354, -1.81444, 3.04882], [2.28618, -1.69876, 1.30394], [2.00672, 1.20065, 3.77623], [1.52950, 0.65873, 4.59998], [3.09396, 1.13246, 3.86268], [1.67272, 2.24164, 3.78362], [-2.96458, 1.63428, -1.65280], [-3.71133, 1.37330, -2.40819], [-3.41018, 2.23326, -0.84709], [-2.18164, 2.22000, -2.14513], [-3.55075, -1.12806, -0.92147], [-4.07766, -1.04018, 0.04062], [-4.22886, -0.95568, -1.76435], [-3.11389, -2.12953, -1.00585], [-1.95807, 2.73720, 2.19678], [-3.00320, 2.71349, 1.93252], [-1.39130, 3.50250, 1.69473], [-1.77129, 2.67884, 3.25870]], "e_homo_ev": [-10.45, -11.30], "max_force_ev_per_a": 5.52, "total_charge": 1, "orbital_gap_ev": [5.5, 6.5], "total_energy_ev": -41193.0179}

***

Record 3
{"formula": "C4H8O3", "method": "the ωB97M-V functional and the def2-TZVPD basis", "species": ["C", "C", "C", "O", "H", "H", "H", "H", "H", "H", "O", "C", "O", "H", "H"], "coordinates": [[-2.16168, 0.52859, -1.21999], [-0.68752, 0.23855, -0.74668], [-0.27456, 1.12700, 0.39449], [0.52841, 0.95410, 1.29219], [-2.86226, 0.20420, -0.46170], [-2.41562, 0.01582, -2.16366], [-2.33470, 1.60198, -1.42026], [-0.26081, 0.62558, -1.65244], [-0.43070, -0.81204, -0.58455], [-0.80914, 2.08823, 0.36592], [1.67121, -1.67153, 0.13379], [2.46778, -1.64964, 1.04324], [2.51742, -0.74821, 2.01161], [3.26123, -2.39879, 1.17004], [1.79096, -0.10383, 1.83799]], "e_homo_ev": -10.16, "max_force_ev_per_a": 1.60, "smiles": "CCC=O.O=CO", "orbital_gap_ev": 10.9, "total_energy_ev": -10419.8307}

***

Record 4
{"formula": "C46H123N9O16", "method": "the ωB97M-V functional and the def2-TZVPD basis", "species": ["C", "O", "C", "C", "C", "N", "H", "H", "H", "H", "H", "H", "H", "H", "H", "H", "H", "C", "O", "C", "C", "C", "N", "H", "H", "H", "H", "H", "H", "H", "H", "H", "H", "H", "C", "O", "C", "C", "C", "N", "H", "H", "H", "H", "H", "H", "H", "H", "H", "H", "H", "C", "O", "C", "C", "C", "N", "H", "H", "H", "H", "H", "H", "H", "H", "H", "H", "H", "C", "O", "C", "C", "C", "N", "H", "H", "H", "H", "H", "H", "H", "H", "H", "H", "H", "C", "O", "C", "C", "C", "N", "H", "H", "H", "H", "H", "H", "H", "H", "H", "H", "H", "C", "O", "C", "C", "N", "C", "C", "O", "C", "H", "H", "H", "H", "H", "H", "H", "H", "H", "H", "H", "H", "H", "H", "H", "C", "O", "C", "C", "N", "C", "C", "O", "C", "H", "H", "H", "H", "H", "H", "H", "H", "H", "H", "H", "H", "H", "H", "H", "C", "O", "C", "C", "N", "C", "C", "O", "C", "H", "H", "H", "H", "H", "H", "H", "H", "H", "H", "H", "H", "H", "H", "H", "O", "C", "C", "O", "H", "H", "H", "H", "H", "H", "O", "C", "C", "O", "H", "H", "H", "H", "H", "H"], "coordinates": [[0.12347, 3.26441, 0.80653], [0.71335, 4.13282, 1.68847], [0.56544, 5.53185, 1.38287], [1.27437, 6.37269, 2.44770], [0.49484, 6.31881, 3.77113], [1.45315, 7.70695, 2.00664], [0.23435, 2.27947, 1.26007], [0.45210, 3.27335, -0.23271], [-0.93735, 3.51491, 0.80492], [1.09692, 5.73505, 0.45318], [-0.43090, 5.94040, 1.21402], [2.25456, 5.96135, 2.68880], [0.57519, 5.34564, 4.25547], [-0.57015, 6.52145, 3.65781], [0.80684, 6.97317, 4.58511], [2.03944, 7.78496, 1.18793], [1.97360, 8.23878, 2.68955], [4.12605, 2.25094, -9.21995], [3.74181, 0.96221, -8.65444], [3.27467, 1.16193, -7.31453], [3.61865, -0.01424, -6.35172], [3.45486, -1.40895, -6.90100], [2.98937, 0.09891, -5.05423], [3.23982, 2.81743, -9.50594], [4.65839, 2.15842, -10.16661], [4.78619, 2.78650, -8.53769], [3.55803, 2.11478, -6.86745], [2.19196, 1.28523, -7.33939], [4.69249, 0.07818, -6.18916], [4.02737, -1.49281, -7.82474], [2.42191, -1.49569, -7.23802], [3.73654, -2.23106, -6.24306], [3.14356, 0.90312, -4.46298], [2.00422, 0.17117, -5.26485], [0.54567, 0.39119, -1.86882], [-0.58212, -0.27646, -1.44087], [-0.41676, -1.57334, -0.84974], [0.51483, -1.54738, 0.41669], [0.67770, -2.93981, 1.08203], [-0.15138, -0.59044, 1.32366], [1.03624, -0.21511, -2.63028], [1.29739, 0.57131, -1.10033], [0.14482, 1.29576, -2.32617], [-1.38712, -1.92142, -0.49570], [-0.01855, -2.31164, -1.54577], [1.50463, -1.23969, 0.07946], [1.31950, -3.59310, 0.49093], [-0.32011, -3.35646, 1.21941], [1.17974, -2.83842, 2.04420], [-0.82223, -1.07312, 1.90425], [-0.71940, -0.03869, 0.69674], [5.97973, -5.78636, 0.61651], [5.16841, -6.06515, 1.80106], [4.31316, -4.97835, 2.15062], [3.39207, -5.36067, 3.33103], [2.20671, -6.28408, 2.90515], [2.85679, -4.12093, 3.82886], [6.74520, -5.03361, 0.80502], [5.39692, -5.40163, -0.22040], [6.51834, -6.68421, 0.31340], [4.94890, -4.13445, 2.41850], [3.71697, -4.73150, 1.27215], [3.90883, -5.84032, 4.16229], [1.77351, -5.89047, 1.98563], [1.44018, -6.48600, 3.65332], [2.62920, -7.27283, 2.72630], [3.62245, -3.46741, 3.91117], [2.62608, -4.25594, 4.80285], [5.44069, -0.48769, 4.93737], [4.83169, -1.44664, 3.97319], [3.79814, -0.85384, 3.14403], [4.34229, 0.33683, 2.20202], [3.36037, 0.89468, 1.17602], [5.44574, -0.27927, 1.40515], [6.24389, 0.08786, 4.47724], [5.76790, -1.06750, 5.80042], [4.76844, 0.28227, 5.31598], [3.27438, -1.64691, 2.61035], [3.11141, -0.31601, 3.79767], [4.85267, 1.14394, 2.72757], [3.82621, 1.70148, 0.61018], [2.43370, 1.27529, 1.60556], [3.04343, 0.14327, 0.45282], [5.98889, -0.82186, 2.06142], [4.99695, -1.00490, 0.86465], [-0.73655, 0.25987, -5.56451], [0.36018, 1.20692, -5.63229], [0.05968, 2.50393, -5.16059], [-1.05594, 3.14590, -6.03009], [-0.85909, 3.10368, -7.55614], [-1.32885, 4.53669, -5.77313], [-1.00110, 0.18626, -4.50967], [-0.35695, -0.72125, -5.84985], [-1.63297, 0.53787, -6.11881], [-0.19370, 2.47169, -4.10094], [0.91536, 3.17901, -5.17369], [-2.00604, 2.65072, -5.82956], [-0.19685, 3.90974, -7.87207], [-1.83671, 3.20188, -8.02807], [-0.44397, 2.13807, -7.84487], [-1.48941, 4.65064, -4.78251], [-0.49398, 5.09202, -5.89433], [1.17348, -3.11978, -4.28142], [1.57037, -4.06454, -3.31068], [0.71841, -5.14811, -3.13694], [1.48025, -6.21972, -2.36961], [0.72067, -7.43180, -2.11918], [-0.61825, -7.08872, -1.56501], [-0.60240, -6.12609, -0.33960], [-1.81522, -6.04706, 0.34931], [-2.78315, -5.13599, -0.08013], [1.94709, -2.36287, -4.41068], [0.20731, -2.66682, -4.05906], [1.09365, -3.71199, -5.19302], [0.49907, -5.56327, -4.12062], [-0.25346, -4.85005, -2.74357], [1.85356, -5.83739, -1.41958], [2.32789, -6.53670, -2.97718], [1.20498, -8.04833, -1.48244], [-1.13566, -8.00441, -1.27882], [-1.36853, -6.69928, -2.25313], [-0.15486, -5.13938, -0.45882], [0.07941, -6.49635, 0.42600], [-3.27059, -5.58983, -0.94299], [-2.48652, -4.11524, -0.32136], [-3.57950, -4.93311, 0.63594], [-3.22508, 2.88044, 8.95505], [-3.77626, 2.13645, 7.81855], [-4.13314, 0.74490, 8.06538], [-4.83529, 0.15401, 6.87231], [-3.96726, -0.64751, 6.01732], [-2.94176, 0.26968, 5.42601], [-1.85561, -0.46416, 4.56956], [-1.22307, -1.47097, 5.30051], [-0.62591, -2.41906, 4.45528], [-2.29581, 2.36789, 9.20374], [-3.78440, 3.04325, 9.87632], [-2.85917, 3.89131, 8.77515], [-4.87196, 0.66724, 8.86301], [-3.19516, 0.25916, 8.33437], [-5.24916, 0.89712, 6.19069], [-5.69575, -0.41330, 7.22710], [-3.40098, -1.27102, 6.57469], [-2.44373, 0.82498, 6.22081], [-3.46063, 1.07192, 4.90133], [-1.16087, 0.23268, 4.10067], [-2.33986, -0.85662, 3.67538], [-1.08670, -2.52377, 3.47304], [-0.40784, -3.37293, 4.93556], [0.38639, -2.06224, 4.26548], [-2.85292, 2.60001, -1.24473], [-3.24382, 3.66415, -0.41557], [-3.92965, 3.31679, 0.80725], [-4.56109, 4.58076, 1.42989], [-5.72139, 5.02825, 0.70025], [-6.29664, 6.24434, 1.36050], [-7.58439, 6.73797, 0.65531], [-8.46443, 7.47867, 1.54581], [-7.85456, 8.64312, 2.06449], [-2.30185, 2.96807, -2.11015], [-3.67907, 2.06498, -1.71303], [-2.18958, 1.89885, -0.73832], [-3.26751, 2.83017, 1.52341], [-4.72114, 2.60170, 0.58300], [-3.81876, 5.37461, 1.51265], [-4.92852, 4.32772, 2.42441], [-5.44072, 5.29590, -0.23232], [-5.59421, 7.06613, 1.49961], [-6.57304, 5.95333, 2.37392], [-8.18911, 5.87940, 0.36327], [-7.44578, 7.32854, -0.25029], [-7.48447, 9.18659, 1.19514], [-7.06566, 8.52809, 2.80781], [-8.56953, 9.27931, 2.58620], [-3.43737, -2.09494, 1.45450], [-4.61851, -1.54377, 0.90608], [-4.24451, -0.68009, -0.26818], [-5.43427, -0.23166, -0.87779], [-3.69900, -2.40846, 2.32332], [-5.13962, -2.42141, 0.52358], [-5.27604, -1.05579, 1.62555], [-3.65737, -1.21985, -1.01116], [-3.54637, 0.11477, -0.00569], [-5.93203, -1.01677, -1.11747], [4.42491, -1.88639, -0.62357], [3.57911, -2.27722, -1.67935], [4.51377, -2.48509, -2.89363], [4.90461, -1.25404, -3.51670], [5.18845, -1.45192, -1.01065], [3.10431, -3.21528, -1.39175], [2.80856, -1.52554, -1.85064], [4.16148, -3.18310, -3.65308], [5.42492, -2.99084, -2.57404], [4.23268, -1.03776, -4.16733]], "e_homo_ev": -8.60, "max_force_ev_per_a": 2.87, "smiles": "COC[C@H](C)N.COC[C@H](C)N.COC[C@H](C)N.COC[C@H](C)N.COC[C@H](C)N.COC[C@H](C)N.COCCNCCOC.COCCNCCOC.COCCNCCOC.OCCO.OCCO", "orbital_gap_ev": 9.0, "total_energy_ev": -95855.9614}